# C3H2Li2O3

A structure of composition C3H2Li2O3 at a distorted geometry (the ωB97M-V functional and the def2-TZVPD basis, the Open Molecules 2025 dataset).

Element x y z (Å)
C  -1.5560  0.7647  0.3587
O  -2.5204  -0.0438  0.3004
H  -0.2258  -0.5476  1.2119
Li  -4.1995  -0.6508  0.1548
C  -0.2287  0.0375  0.2499
O  0.8582  0.9653  0.2261
C  2.0559  0.5836  -0.2446
O  2.1458  -0.5906  -0.6822
Li  3.8750  0.0931  -0.9337
H  -0.2045  -0.6114  -0.6414

As for the strongest force on any atom: 0.02199 Eh/bohr. The LUMO energy (spin up / spin down) is 1.16 / 1.13 eV. As for the multiplicity: 2. The molecular weight comes out at 99.93 g mol⁻¹. As for the net charge: -1. As for the expectation value of S²: 0.750. As for the frontier orbital gap (spin up / spin down): 1.3 / 3.6 eV.

# C3H2Li2O3Zn

A structure of composition C3H2Li2O3Zn at a distorted geometry (the ωB97M-V functional and the def2-TZVPD basis, the Open Molecules 2025 dataset).

Element x y z (Å)
C  -0.9978  -1.3265  -0.2150
C  -0.2742  -0.4419  -0.9537
O  -1.5829  -2.1253  0.4024
H  -0.8666  0.2025  -1.5944
H  0.5065  -0.8865  -1.5611
Zn  0.2281  -1.5812  2.8838
Li  -1.4941  -2.8032  2.1658
O  0.9262  1.0614  -0.1700
C  0.5749  2.1918  0.1136
O  0.5273  3.2761  -0.2979
Li  2.4527  2.4329  -0.7736

As for the strongest force on any atom: 0.11270 Eh/bohr. The LUMO energy (spin up / spin down) is -3.84 / -3.86 eV. As for the multiplicity: 2. The molecular weight comes out at 165.32 g mol⁻¹. As for the net charge: +1. As for the expectation value of S²: 0.753. As for the frontier orbital gap (spin up / spin down): 5.2 / 8.0 eV.

# C3H2MgO2

A structure of composition C3H2MgO2 at a distorted geometry (the ωB97M-V functional and the def2-TZVPD basis, the Open Molecules 2025 dataset).

Element x y z (Å)
O  1.7432  -0.5181  -0.0070
C  0.4353  -0.8851  -0.1968
C  -0.5666  0.1107  0.2064
C  -1.8705  0.0123  0.5517
O  -2.9342  0.5229  0.2653
Mg  1.2948  1.2048  0.6757
H  0.2250  -1.8894  0.2118
H  -0.0480  -0.2174  -1.2457

As for the strongest force on any atom: 0.07901 Eh/bohr. The LUMO energy (spin up / spin down) is -1.98 / -2.10 eV. The molecular weight comes out at 94.35 g mol⁻¹. As for the net charge: 0. As for the frontier orbital gap (spin up / spin down): 4.8 / 5.0 eV.

# C3H2MnO3

A structure of composition C3H2MnO3 at a distorted geometry (the ωB97M-V functional and the def2-TZVPD basis, the Open Molecules 2025 dataset).

Element x y z (Å)
O  -1.2633  0.3295  0.2463
C  -1.4130  -1.0199  0.0454
C  -0.5059  -1.8410  -0.2121
O  0.8925  -0.0603  0.0848
C  -0.0259  0.7778  0.1380
O  0.0983  1.9952  -0.2632
Mn  3.0165  0.1436  0.3774
H  -0.0717  -2.8273  -0.2092
H  -0.7274  2.5024  -0.2075

As for the strongest force on any atom: 0.06386 Eh/bohr. The LUMO energy (spin up / spin down) is -4.29 / -4.94 eV. As for the multiplicity: 7. The molecular weight comes out at 140.98 g mol⁻¹. As for the net charge: +1. As for the expectation value of S²: 12.001. As for the frontier orbital gap (spin up / spin down): 8.3 / 9.4 eV.

# C3H2N2

The molecule C3H2N2 at a distorted geometry (the ωB97M-V functional and the def2-TZVPD basis, the Open Molecules 2025 dataset).

Element x y z (Å)
C  0.5669  -0.6908  0.0803
N  0.5301  0.7280  0.1118
C  -1.0933  0.9176  -0.0473
N  -1.7858  -0.1119  -0.0581
C  -0.7566  -0.9428  0.0935
H  1.4762  -1.1742  0.3051
H  1.0625  1.2741  -0.4854

As for the strongest force on any atom: 0.10917 Eh/bohr. The LUMO energy (spin up / spin down) is -1.38 / -0.43 eV. The molecular weight comes out at 66.06 g mol⁻¹. As for the SMILES: c1[nH]c2nc1-2. As for the net charge: 0. As for the frontier orbital gap (spin up / spin down): 7.8 / 8.8 eV.

# C3H2N2O

The molecule C3H2N2O at a distorted geometry (the ωB97M-V functional and the def2-TZVPD basis, the Open Molecules 2025 dataset).

Element x y z (Å)
N  0.2417  2.8052  0.5953
C  0.0781  1.7110  0.3468
N  -0.1513  0.2907  0.3790
C  -0.4843  -0.7435  -0.6670
C  0.5704  -0.8520  0.4366
O  1.2527  -1.4309  1.2071
H  -0.0718  -0.5043  -1.6370
H  -1.4354  -1.2762  -0.6609

As for the strongest force on any atom: 0.10967 Eh/bohr. The LUMO energy is 0.43 eV. The molecular weight comes out at 82.06 g mol⁻¹. As for the SMILES: N#CN1CC1=O. As for the net charge: 0. As for the frontier orbital gap: 11.1 eV.